Run a
20
Properties=species:S:1:pos:R:3 method="wB97M-V/def2-TZVPD" gap_ev=9.810 e_homo_ev=-8.691 smiles=CCCC(C)C lumo_energy_ev=1.12
C -1.985 -1.909 -0.736
C -1.009 -0.744 -0.837
C -0.407 -0.285 0.458
C 0.437 0.976 0.300
C 0.917 1.434 1.672
C 1.622 0.808 -0.654
H -2.056 -2.481 0.197
H -1.009 -2.126 -1.318
H -2.873 -1.953 -1.376
H 0.035 -1.194 -1.513
H -1.380 0.007 -1.525
H 0.200 -1.116 0.853
H -1.198 -0.109 1.199
H -0.225 1.751 -0.115
H 1.481 2.369 1.598
H 0.074 1.595 2.354
H 1.572 0.677 2.121
H 2.214 1.730 -0.685
H 2.279 -0.004 -0.317
H 1.310 0.573 -1.677


Run b
20
Properties=species:S:1:pos:R:3 method="wB97M-V/def2-TZVPD" gap_ev=9.797 e_homo_ev=-8.618 lumo_energy_ev=1.18
C 2.610 0.071 -0.379
C 1.275 -0.631 -0.360
C 0.088 -0.019 -0.281
C -0.022 1.482 -0.258
C -1.200 -0.830 -0.251
C -2.439 -0.231 0.431
H 2.792 0.645 0.542
H 3.429 -0.647 -0.482
H 2.685 0.781 -1.210
H 1.291 -1.722 -0.354
H -0.850 1.838 0.366
H 0.892 1.959 0.108
H -0.201 1.835 -1.279
H -0.992 -1.806 0.206
H -1.461 -1.025 -1.297
H -2.761 0.705 -0.038
H -3.273 -0.937 0.336
H -2.299 -0.040 1.501
H 0.517 -0.222 1.760
H 0.069 0.117 2.249


Of them, run a has the lowest stability.


Run a
11
Properties=species:S:1:pos:R:3 method="wB97M-V/def2-TZVPD" gap_ev=10.172 e_homo_ev=-9.449 lumo_energy_ev=0.72
C 0.849 -0.366 0.963
C -1.299 0.728 -0.963
N -2.204 -0.017 -1.501
N 2.156 -0.210 0.978
O 0.550 -1.674 1.176
O -1.770 1.916 -1.439
O -2.777 1.145 -2.051
H -0.455 0.555 -0.299
H -0.406 -1.800 1.144
H 2.554 0.705 0.852
H 2.801 -0.982 1.140


Run b
11
Properties=species:S:1:pos:R:3 method="wB97M-V/def2-TZVPD" gap_ev=9.785 e_homo_ev=-8.981 smiles="NC(=O)[C@@H]1NOO1" lumo_energy_ev=0.80
N -1.107 -0.543 -0.422
C -0.389 0.534 -0.145
O -0.701 1.679 -0.344
C 0.906 0.121 0.580
N 2.046 1.064 0.223
O 2.543 -0.036 -0.598
O 1.580 -0.951 -0.133
H -0.454 -1.288 -0.309
H -1.817 -0.400 -1.111
H 0.580 -0.205 1.662
H 1.886 1.964 -0.157


Of them, run a has the lowest stability.